# 1
Here is one molecule with the formula C19H32N2O5 in a non-equilibrium geometry from the Open Molecules 2025 dataset. Energies are from wB97M-V/def2-TZVPD.

Calculated values
ΔE to the lowest compared entry with this formula, charge and spin   97.1 kcal/mol
SMILES string   CCO[C@H]1CC[C@@H]1C(=O)N[C@@H]1C[C@H](C(=O)NC2(CCOC)CC2)C[C@H]1O
Orbital gap   10.1 eV

```
58
Properties=species:S:1:pos:R:3:lowdin_charge:R:1
C 0.650 -1.867 -0.219 -0.071
C 0.725 -2.366 -1.654 -0.238
O -0.531 -2.766 -2.173 -0.103
C -1.444 -1.717 -2.476 -0.281
C -2.281 -2.012 -3.729 -0.090
C -3.520 -1.473 -2.968 -0.106
C -2.757 -1.709 -1.650 -0.148
C -2.824 -0.581 -0.632 -0.448
O -3.022 0.579 -0.964 0.067
N -2.535 -0.927 0.639 0.119
C -2.373 0.006 1.729 -0.241
C -1.401 1.156 1.431 -0.067
C -0.532 1.351 2.700 -0.193
C 0.917 1.007 2.370 -0.443
O 1.390 -0.091 2.611 0.085
N 1.601 1.981 1.727 0.142
C 2.889 1.776 1.118 -0.446
C 2.923 0.768 -0.014 -0.076
C 1.911 1.049 -1.125 -0.217
O 2.575 1.010 -2.370 -0.178
C 1.684 1.178 -3.443 -0.109
C 3.850 2.923 1.170 -0.059
C 4.053 1.736 2.069 -0.062
C -1.113 0.401 3.753 -0.081
C -1.785 -0.702 2.949 -0.343
O -2.698 -1.499 3.679 -0.005
H 1.647 -1.679 0.184 0.067
H 0.088 -0.935 -0.146 0.043
H 0.166 -2.608 0.419 0.089
H 1.182 -1.610 -2.307 0.105
H 1.366 -3.246 -1.698 0.123
H -0.906 -0.768 -2.513 0.145
H -1.995 -1.484 -4.641 0.106
H -2.333 -3.078 -3.930 0.117
H -3.694 -0.421 -3.171 0.109
H -4.449 -2.026 -3.095 0.107
H -2.932 -2.683 -1.201 0.154
H -2.423 -1.904 0.860 0.145
H -3.340 0.429 2.036 0.162
H -0.794 0.899 0.561 0.103
H -1.946 2.056 1.155 0.121
H -0.567 2.380 3.060 0.142
H 1.063 2.764 1.384 0.151
H 3.924 0.751 -0.445 0.132
H 2.754 -0.228 0.398 0.091
H 1.099 0.312 -1.101 0.077
H 1.452 2.040 -0.995 0.129
H 2.254 1.142 -4.369 0.091
H 0.933 0.379 -3.468 0.069
H 1.169 2.144 -3.390 0.092
H 4.507 3.066 0.324 0.106
H 3.517 3.856 1.607 0.102
H 3.846 1.831 3.126 0.108
H 4.857 1.043 1.862 0.108
H -0.362 -0.009 4.426 0.125
H -1.844 0.918 4.382 0.128
H -0.995 -1.379 2.602 0.151
H -3.592 -1.159 3.553 0.093
```


# 2
Here is C19H33Cl2MnN4O4 as an isolated structure in a non-equilibrium geometry from the Open Molecules 2025 dataset. Energies are from wB97M-V/def2-TZVPD.

Calculated values
Expectation value of S²   8.76
Multiplicity   6
Charge   -1
Orbital gap (alpha / beta)   5.0 / 5.0 eV

```
63
Properties=species:S:1:pos:R:3:lowdin_charge:R:1
O 0.301 -3.012 -1.377 -0.250
C 1.533 -2.651 -1.642 -0.517
C 2.499 -3.395 -0.673 -0.182
C 2.315 -3.280 0.713 -0.057
H 1.486 -2.673 1.085 0.078
C 3.203 -3.925 1.580 -0.097
H 3.065 -3.846 2.666 0.090
C 4.256 -4.696 1.040 -0.140
H 4.943 -5.216 1.715 0.077
C 4.424 -4.822 -0.342 -0.121
H 5.224 -5.431 -0.781 0.083
C 3.523 -4.166 -1.200 -0.060
H 3.606 -4.230 -2.290 0.102
H 1.676 -3.011 -2.681 0.106
C 1.604 -0.581 -3.202 -0.112
C 1.975 -1.104 -1.844 -0.255
H 2.472 -0.662 -3.893 0.082
H 1.345 0.497 -3.120 0.031
H 0.745 -1.115 -3.648 0.068
C 3.044 -0.606 -1.205 -0.227
C 3.909 0.518 -1.615 -0.144
H 3.488 -1.162 -0.380 0.089
H 4.895 0.093 -1.843 0.073
H 4.043 1.232 -0.804 0.055
H 3.548 1.066 -2.482 0.047
Mn 0.067 0.599 -0.103 0.160
Cl 1.520 0.145 1.490 0.020
Cl 1.124 2.215 -1.039 0.070
C -0.394 3.103 1.516 -0.329
O -1.134 2.181 1.050 -0.157
N -0.847 4.338 1.680 -0.180
C -2.226 4.683 1.351 -0.030
C -0.037 5.371 2.301 -0.046
H 0.654 2.902 1.797 0.105
H -2.739 3.849 0.869 0.089
H -2.221 5.556 0.686 0.092
H -2.749 4.957 2.275 0.087
H 0.945 4.956 2.543 0.094
H -0.521 5.722 3.223 0.087
H 0.084 6.228 1.625 0.091
H -3.640 1.188 -3.724 0.088
H -4.354 -1.378 -3.771 0.083
C -2.646 0.772 -3.930 -0.032
C -3.285 -1.621 -3.814 -0.043
N -2.494 -0.518 -3.265 -0.171
H -1.874 1.459 -3.577 0.093
C -1.722 -0.657 -2.190 -0.234
O -1.054 0.326 -1.738 -0.168
H -3.092 -2.533 -3.240 0.093
H -1.688 -1.661 -1.739 0.116
H -2.563 0.626 -5.010 0.085
H -3.013 -1.789 -4.863 0.086
C -3.280 -2.804 0.941 -0.061
N -2.783 -1.898 1.964 0.009
C -1.974 -0.836 1.745 -0.537
N -1.741 -0.028 2.824 0.166
O -1.429 -0.636 0.619 -0.091
H -2.612 -2.834 0.072 0.082
H -4.298 -2.505 0.630 0.079
H -3.342 -3.813 1.376 0.083
H -3.244 -1.944 2.866 0.130
H -1.446 0.920 2.583 0.070
H -2.370 -0.138 3.616 0.098
```


# 3
Here is C19H33IrN5O2PS2 as an isolated structure from the Open Molecules 2025 dataset. Energies are from wB97M-V/def2-TZVPD.

Calculated values
ΔE to the lowest compared entry with this formula, charge and spin   0.0 kcal/mol
Charge   +2
Orbital gap   7.0 eV

```
63
Properties=species:S:1:pos:R:3:lowdin_charge:R:1
Ir 0.122 0.478 -1.136 1.176
C 3.313 0.411 1.600 -0.064
C 1.883 0.404 1.099 -0.611
N 1.626 -0.262 -0.054 -0.232
C 2.223 -1.509 -0.479 -0.189
C 1.157 -2.279 -1.275 -0.138
N 0.265 -1.401 -2.123 -0.190
C 0.741 -1.198 -3.510 -0.158
C 1.795 -0.111 -3.514 -0.157
N 1.228 1.110 -2.871 -0.144
C 0.343 1.907 -3.812 -0.117
C -1.144 1.888 -3.409 -0.153
N -1.111 1.942 -1.956 -0.099
C -1.202 3.047 -1.292 -0.221
C -1.822 4.296 -1.828 0.022
C -0.471 3.049 0.005 -0.180
C -0.419 4.032 0.972 0.044
C 0.479 3.866 2.027 0.014
C 1.274 2.736 2.116 0.025
C 1.170 1.757 1.133 -0.237
N 0.335 1.978 0.114 -0.077
H 3.935 0.964 0.894 0.109
H 3.690 -0.606 1.683 0.087
H 3.396 0.876 2.581 0.079
H 2.516 -2.137 0.368 0.131
H 3.127 -1.346 -1.075 0.114
H 0.495 -2.768 -0.564 0.085
H 1.614 -3.045 -1.904 0.135
H -0.643 -1.855 -2.147 0.117
H -0.117 -0.894 -4.112 0.124
H 1.140 -2.120 -3.938 0.138
H 2.136 0.111 -4.526 0.137
H 2.659 -0.416 -2.928 0.115
H 2.013 1.707 -2.629 0.135
H 0.471 1.535 -4.829 0.130
H 0.697 2.937 -3.792 0.132
H -1.642 0.971 -3.717 0.120
H -1.652 2.734 -3.874 0.124
H -2.776 4.076 -2.306 0.108
H -1.170 4.766 -2.569 0.110
H -1.993 5.023 -1.039 0.086
H -1.053 4.905 0.923 0.127
H 0.546 4.625 2.794 0.132
H 1.944 2.603 2.953 0.130
C -3.160 -1.636 5.016 -0.055
C -1.775 -1.521 4.440 -0.248
O -1.912 -1.145 3.025 -0.334
P -0.729 -1.237 2.005 0.080
S -1.535 -0.329 0.373 0.452
S 0.980 -0.510 2.793 0.739
O -0.441 -2.770 1.745 -0.339
C -1.554 -3.702 1.527 -0.242
C -1.037 -4.910 0.791 -0.054
H -3.088 -1.921 6.065 0.094
H -3.738 -2.397 4.493 0.085
H -3.686 -0.685 4.951 0.089
H -1.227 -2.464 4.495 0.120
H -1.190 -0.739 4.922 0.109
H -2.340 -3.186 0.973 0.107
H -1.933 -3.967 2.513 0.122
H -0.730 -4.659 -0.225 0.067
H -1.829 -5.655 0.725 0.096
H -0.193 -5.352 1.319 0.094
```


# 4
Here is one molecule with the formula C19H33N5O from the Open Molecules 2025 dataset. Energies are from wB97M-V/def2-TZVPD.

Calculated values
ΔE to the lowest compared entry with this formula, charge and spin   0.0 kcal/mol
SMILES string   CCCN1CCN(CCCNC(=O)Cn2cc3c(n2)CCCC3)CC1
Orbital gap   9.4 eV

```
58
Properties=species:S:1:pos:R:3:lowdin_charge:R:1
C -5.807 0.693 3.726 -0.110
H -4.810 1.099 3.873 0.063
C -5.833 -0.153 2.461 -0.247
H -5.654 0.482 1.593 0.092
C -4.789 -1.270 2.519 -0.225
N -3.446 -0.754 2.717 -0.184
C -2.877 -0.185 1.512 -0.176
C -1.527 0.453 1.823 -0.177
N -0.615 -0.547 2.346 -0.178
C -1.190 -1.117 3.551 -0.187
C -2.536 -1.758 3.231 -0.185
H -2.957 -2.182 4.145 0.120
H -2.378 -2.574 2.503 0.127
H -0.510 -1.880 3.938 0.119
H -1.338 -0.348 4.330 0.128
C 0.720 -0.024 2.579 -0.215
C 1.478 0.214 1.274 -0.167
C 2.965 0.455 1.537 -0.182
N 3.686 0.698 0.311 0.060
C 4.136 1.910 -0.042 -0.486
O 4.126 2.898 0.660 0.056
C 4.751 1.923 -1.458 -0.031
N 3.908 1.286 -2.428 -0.152
C 3.286 1.849 -3.485 0.008
C 2.556 0.856 -4.101 -0.165
C 2.801 -0.293 -3.330 -0.243
N 3.617 -0.016 -2.324 0.108
C 2.197 -1.624 -3.605 -0.131
C 1.659 -1.642 -5.038 -0.196
C 0.820 -0.395 -5.319 -0.199
H 0.320 -0.491 -6.285 0.108
C 1.694 0.862 -5.317 -0.153
H 1.074 1.762 -5.344 0.115
H 2.325 0.871 -6.211 0.118
H 0.050 -0.302 -4.549 0.118
H 1.057 -2.539 -5.192 0.108
H 2.496 -1.674 -5.739 0.118
H 2.935 -2.414 -3.453 0.116
H 1.378 -1.799 -2.900 0.119
H 3.403 2.888 -3.718 0.128
H 4.923 2.959 -1.753 0.131
H 5.712 1.399 -1.407 0.135
H 3.651 -0.013 -0.420 0.103
H 3.100 1.337 2.169 0.123
H 3.402 -0.414 2.040 0.123
H 1.074 1.081 0.749 0.109
H 1.354 -0.661 0.633 0.119
H 1.265 -0.774 3.160 0.119
H 0.698 0.908 3.171 0.131
H -1.112 0.870 0.905 0.114
H -1.677 1.273 2.548 0.130
H -3.549 0.581 1.123 0.115
H -2.736 -0.958 0.733 0.129
H -5.023 -1.913 3.372 0.117
H -4.855 -1.888 1.604 0.121
H -6.817 -0.610 2.336 0.105
H -6.518 1.513 3.655 0.066
H -6.062 0.088 4.593 0.071
```


# 5
Here is C19H34AgF5IO6SSi2 as an isolated structure in a non-equilibrium geometry from the Open Molecules 2025 dataset. Energies are from wB97M-V/def2-TZVPD.

Calculated values
Charge   +1
Orbital gap   5.9 eV

```
69
Properties=species:S:1:pos:R:3:lowdin_charge:R:1
C -2.590 3.618 -3.284 -0.070
C -4.077 3.260 -3.245 -0.259
O -4.347 1.953 -3.698 -0.124
C -4.282 0.959 -2.716 -0.203
C -2.907 0.344 -2.578 -0.212
O -3.033 -0.716 -1.610 -0.188
Si -1.744 -0.862 -0.610 0.415
C -2.021 -2.426 0.369 -0.209
C -2.708 -2.038 1.716 -0.361
C -3.731 -3.071 2.147 -0.575
S -4.287 -2.796 3.852 0.720
O -0.372 -0.827 -1.549 -0.284
Si 1.116 -1.198 -0.913 0.447
C 1.218 -0.910 0.952 -0.182
C 1.026 0.548 1.423 -0.246
C 0.241 0.710 2.716 -0.215
O -0.433 1.953 2.571 -0.058
C -0.538 2.618 3.766 -0.500
C -1.655 2.234 4.670 0.058
O 0.288 3.468 4.013 0.104
C 2.421 -0.246 -1.881 -0.212
C 3.324 0.698 -1.071 -0.210
C 4.340 -0.061 -0.198 -0.085
C 5.746 0.481 -0.277 -0.414
F 5.850 1.495 0.643 0.089
F 6.026 1.023 -1.475 0.133
C 6.868 -0.568 0.074 -0.494
F 7.567 -0.180 1.154 0.166
F 6.321 -1.772 0.335 0.144
F 7.711 -0.706 -0.972 0.165
C 1.422 -3.059 -1.155 -0.208
C 1.714 -3.534 -2.561 -0.858
O 2.434 -4.470 -2.775 0.007
I 0.794 -2.577 -4.260 0.911
H -2.449 4.631 -3.630 0.070
H -2.108 2.976 -4.011 0.079
H -2.123 3.485 -2.316 0.058
H -4.481 3.431 -2.250 0.113
H -4.595 3.924 -3.926 0.116
H -4.995 0.178 -2.947 0.133
H -4.558 1.331 -1.730 0.126
H -2.222 1.097 -2.193 0.090
H -2.539 -0.042 -3.519 0.133
H -1.793 0.310 0.302 0.056
H -1.119 -2.966 0.628 0.060
H -2.700 -3.087 -0.154 0.091
H -1.934 -2.013 2.479 0.082
H -3.157 -1.053 1.660 0.081
H -3.251 -4.041 2.141 0.073
H -4.559 -3.082 1.453 0.077
H -3.966 -1.505 3.982 -0.169
H 2.215 -1.230 1.242 0.083
H 0.547 -1.536 1.527 0.077
H 2.020 1.070 1.529 0.047
H 0.483 1.098 0.664 0.103
H -0.436 -0.116 2.905 0.124
H 0.934 0.757 3.561 0.130
H -1.621 1.168 4.858 0.100
H -2.594 2.504 4.206 0.111
H -1.556 2.775 5.596 0.102
H 3.068 -0.959 -2.379 0.079
H 1.929 0.321 -2.663 0.081
H 2.740 1.359 -0.441 0.077
H 3.823 1.353 -1.769 0.113
H 4.284 -1.119 -0.411 0.122
H 4.052 0.053 0.841 0.108
H 2.221 -3.400 -0.507 0.093
H 0.525 -3.600 -0.864 0.085
Ag 2.212 2.583 2.562 0.905
```


# 6
Here is a 2-piece molecular cluster, C19H34B2ClF4IN2O4S overall in a non-equilibrium geometry from the Open Molecules 2025 dataset. Energies are from wB97M-V/def2-TZVPD.

Calculated values
Orbital gap   6.8 eV

```
68
Properties=species:S:1:pos:R:3:lowdin_charge:R:1
C 1.814 3.155 1.955 -0.127
C 2.652 3.194 0.589 -0.238
C 2.783 1.740 -0.133 -0.185
C 1.282 1.239 -0.428 -0.202
C 1.195 -0.005 -1.451 -0.124
C -0.234 -0.733 -1.231 0.005
C -1.397 -0.327 -2.230 -0.083
C -1.204 0.708 -3.426 -0.687
I -2.731 0.620 -4.978 0.861
C -1.055 2.252 -2.971 -0.293
C 0.222 2.873 -3.733 -0.103
C -2.771 -1.040 -1.932 0.054
C -2.896 -2.091 -0.767 -0.146
N -4.257 -2.690 -0.605 0.068
N -1.777 -2.455 0.089 0.001
C -1.992 -3.499 1.135 -0.136
C -2.263 -2.933 2.618 -0.168
C -2.250 -1.337 2.771 -0.191
C -2.156 -0.992 4.362 -0.246
S -0.427 -0.919 5.013 0.441
O 0.379 0.202 4.376 -0.376
O -0.527 -0.563 6.492 -0.401
Cl 0.615 -2.709 4.902 0.390
C -0.483 -1.793 -0.104 0.066
B 0.823 -2.106 0.847 -0.501
O 1.445 -1.103 1.672 0.110
O 1.434 -3.425 0.863 -0.038
C 1.994 -3.765 -0.448 -0.187
C 0.918 -4.755 -1.163 -0.063
H 0.735 2.778 1.842 0.062
H 1.727 4.252 2.320 0.086
H 2.385 2.610 2.796 0.080
H 2.227 3.902 -0.199 0.096
H 3.704 3.586 0.860 0.122
H 3.251 1.969 -1.165 0.123
H 3.406 1.021 0.498 0.105
H 0.744 2.146 -0.908 0.107
H 0.702 1.041 0.553 0.102
H 2.078 -0.738 -1.363 0.113
H 1.285 0.442 -2.515 0.102
H -0.209 0.424 -3.943 0.084
H -1.070 2.427 -1.845 0.106
H -1.976 2.809 -3.395 0.074
H -0.100 3.113 -4.819 0.091
H 1.105 2.142 -3.836 0.071
H 0.655 3.813 -3.224 0.087
H -3.701 -0.809 -2.572 0.064
H -4.776 -1.955 -0.080 0.107
H -4.627 -2.755 -1.564 0.088
H -1.096 -4.228 1.218 0.131
H -2.886 -4.189 0.881 0.137
H -3.321 -3.280 2.940 0.128
H -1.547 -3.482 3.340 0.087
H -3.283 -0.939 2.446 0.128
H -1.375 -0.800 2.276 0.107
H -2.772 -1.695 5.014 0.122
H -2.576 0.082 4.460 0.137
H 2.396 -1.310 1.814 0.136
H 2.924 -4.410 -0.248 0.137
H 2.256 -2.863 -1.096 0.112
H -0.096 -4.759 -0.639 0.060
H 1.281 -5.846 -1.195 0.087
H 0.773 -4.381 -2.238 0.083
B 2.529 6.630 -1.701 -1.124
F 1.339 7.429 -1.671 0.045
F 2.225 5.337 -2.261 0.026
F 3.521 7.279 -2.505 0.050
F 3.030 6.467 -0.361 0.040
```


# 7
Here is a 4-piece molecular cluster, C19H34B2NO7 overall in a non-equilibrium geometry from the Open Molecules 2025 dataset. Energies are from wB97M-V/def2-TZVPD.

Calculated values
Charge   -1
Orbital gap   4.1 eV

```
63
Properties=species:S:1:pos:R:3:lowdin_charge:R:1
C 1.787 1.473 2.410 -0.097
N 1.608 0.451 1.367 -0.070
C 1.325 1.080 0.071 -0.105
B 0.626 -0.568 1.720 -0.575
O 0.670 -0.947 3.087 0.065
C -0.408 -1.162 0.686 -0.110
C -1.782 -1.173 1.317 -0.207
C -2.256 0.246 1.215 -0.233
C -2.825 0.737 0.037 -0.034
C -3.261 2.053 -0.058 -0.099
C -3.110 2.922 1.025 -0.128
C -2.533 2.453 2.199 -0.108
C -2.125 1.121 2.296 -0.045
O 0.019 -2.622 0.312 0.028
B -0.152 -3.558 1.277 -0.890
O -1.264 -4.398 1.267 0.142
O 0.790 -3.802 2.277 0.141
H 2.787 1.430 2.850 0.064
H 1.661 2.468 1.988 0.071
H 1.080 1.364 3.226 0.066
H 1.371 0.348 -0.716 0.046
H 0.362 1.589 0.063 0.085
H 2.094 1.831 -0.130 0.073
H 1.414 -1.546 3.213 0.056
H -1.825 -1.441 2.393 0.108
H -2.462 -1.805 0.746 0.113
H -2.909 0.079 -0.814 0.111
H -3.714 2.403 -0.974 0.073
H -3.431 3.951 0.949 0.079
H -2.405 3.122 3.038 0.085
H -1.685 0.759 3.215 0.108
H -1.729 -4.227 0.444 0.087
H 0.395 -3.751 3.151 0.094
C -3.215 2.940 -5.585 -0.027
C -4.083 2.843 -4.351 -0.508
O -4.141 1.834 -3.695 0.078
C -4.869 4.080 -3.976 -0.028
H -2.704 1.995 -5.742 0.081
H -3.828 3.172 -6.459 0.079
H -2.477 3.734 -5.462 0.084
H -5.545 4.356 -4.787 0.079
H -4.190 4.914 -3.795 0.083
H -5.444 3.883 -3.076 0.079
C 0.318 -1.818 -2.894 -0.020
C 1.303 -0.856 -3.514 -0.497
O 1.462 0.242 -3.043 0.064
C 2.079 -1.330 -4.727 -0.036
H -0.147 -1.349 -2.023 0.063
H -0.448 -2.094 -3.624 0.079
H 0.831 -2.725 -2.572 0.086
H 1.391 -1.589 -5.534 0.074
H 2.660 -2.218 -4.474 0.078
H 2.750 -0.542 -5.062 0.071
C 4.753 -2.176 5.188 -0.025
C 4.466 -2.243 3.705 -0.490
O 3.408 -2.632 3.281 0.092
C 5.568 -1.792 2.776 -0.021
H 3.883 -2.522 5.740 0.080
H 5.613 -2.801 5.433 0.078
H 4.980 -1.148 5.478 0.081
H 6.461 -2.402 2.926 0.078
H 5.822 -0.750 2.979 0.082
H 5.229 -1.885 1.748 0.085
```


no.,calculated total energy (eV)
1,-33438.9779
2,-90757.3849
3,-65572.8299
4,-29737.0888
5,-84813.3395
6,-75104.5363
7,-37433.5322